C20H27NS5Se2Te2Ti | ωB97M-V/def2-TZVPD

The geometry in XYZ format:
```
58
Properties=species:S:1:pos:R:3:mulliken_charge:R:1
Ti 0.937 0.074 1.458 0.232
C 1.350 -3.636 1.469 -0.268
C 2.616 -3.197 0.755 -1.170
S 2.339 -1.820 -0.398 0.271
C 2.110 -2.687 -1.988 -1.067
C 0.835 -3.502 -2.152 -0.537
S -0.651 -2.445 -2.206 -0.081
C -1.818 -3.379 -1.155 -0.132
C -2.835 -2.431 -0.532 -1.162
S -2.105 -1.215 0.623 0.464
C -2.265 -2.072 2.212 -0.941
C -1.132 -3.039 2.532 -0.846
S 0.535 -2.273 2.396 0.389
H 1.588 -4.411 2.198 0.470
H 0.622 -4.028 0.759 -0.209
H 3.057 -4.026 0.198 0.502
H 3.344 -2.829 1.475 0.386
H 2.980 -3.329 -2.128 0.503
H 2.153 -1.890 -2.733 0.384
H 0.716 -4.217 -1.340 0.262
H 0.886 -4.061 -3.088 0.469
H -1.240 -3.894 -0.388 -0.115
H -2.319 -4.123 -1.777 0.437
H -3.604 -2.995 -0.003 0.421
H -3.318 -1.840 -1.312 0.447
H -3.226 -2.589 2.231 0.532
H -2.297 -1.269 2.946 0.200
H -1.156 -3.900 1.864 0.434
H -1.228 -3.392 3.559 0.494
Se 3.257 -0.329 2.646 -0.596
Te 2.366 0.875 4.658 -0.073
Te -0.281 0.366 4.592 -0.225
Se -0.892 1.463 2.424 -0.266
N 0.345 0.529 -0.438 0.248
S 0.659 1.730 -1.450 0.012
C 1.322 2.930 -0.289 0.732
C 2.047 2.441 0.789 0.506
C 2.618 3.326 1.685 -0.533
C 2.469 4.691 1.495 -0.655
C 1.756 5.172 0.406 -0.602
C 1.186 4.294 -0.502 -0.602
C -0.881 2.577 -1.868 0.130
C -1.881 2.729 -0.922 0.327
C -3.041 3.394 -1.280 -0.906
C -3.190 3.894 -2.569 -0.382
C -2.187 3.717 -3.513 -0.608
C -1.025 3.045 -3.165 -0.206
H 0.109 -0.305 -0.978 -0.354
H 2.235 1.362 0.874 0.113
H 3.186 2.948 2.523 0.272
H 2.910 5.380 2.203 0.383
H 1.642 6.238 0.259 0.398
H 0.622 4.669 -1.346 0.442
H -1.752 2.336 0.080 0.034
H -3.830 3.528 -0.551 0.445
H -4.097 4.421 -2.837 0.386
H -2.314 4.101 -4.516 0.401
H -0.229 2.895 -3.885 0.408
```

frontier orbital gap (alpha / beta): 6.00 / 6.68 eV
HOMO (alpha / beta): -5.749 / -6.429 eV
energy relative to the best compared isomer or geometry (same formula, charge and spin): 27.3 kJ/mol
molar mass: 902.8 g mol⁻¹
<S²>: 2.01
electronic energy: -9012.3874 a.u.
charge: 0
multiplicity: 3
strongest force on any atom: 1.51 eV Å⁻¹

C20H28Cl2KN2O6P | ωB97M-V/def2-TZVPD

The geometry in XYZ format:
```
60
Properties=species:S:1:pos:R:3:mulliken_charge:R:1
K -1.247 -0.208 -0.904 0.919
N -5.693 -1.064 -1.536 -0.808
C -4.453 -0.759 -0.771 0.915
O -3.342 -1.139 -1.385 -0.842
C -4.533 0.530 0.020 -0.604
C -4.602 -0.829 0.742 -0.642
H -5.380 -1.815 -2.147 0.276
H -6.385 -1.476 -0.914 0.220
H -5.446 1.112 -0.046 0.251
H -3.636 1.119 0.176 0.034
H -5.551 -1.122 1.185 0.268
H -3.720 -1.119 1.300 0.039
Cl 3.262 2.483 -2.837 -0.287
C 2.317 1.246 -3.671 0.479
C 2.942 0.528 -4.685 -0.692
C 2.288 -0.417 -5.422 0.594
Cl 3.152 -1.299 -6.689 -0.346
C 0.917 -0.686 -5.166 0.438
C 0.145 -1.640 -5.867 -0.771
C -1.166 -1.829 -5.536 -0.507
C -1.723 -1.068 -4.488 -0.454
N -1.032 -0.173 -3.833 -0.407
C 0.272 0.039 -4.142 0.309
C 0.952 1.083 -3.317 -0.074
O 0.344 1.720 -2.444 -0.793
H 3.986 0.737 -4.890 0.382
H 0.611 -2.218 -6.654 0.345
H -1.772 -2.564 -6.052 0.371
H -2.743 -1.218 -4.148 0.429
C 2.433 -1.271 4.241 -1.429
C 1.103 -1.665 3.613 1.885
C -0.040 -0.842 4.189 -1.365
C 0.823 -3.146 3.828 -1.823
O 1.235 -1.533 2.191 -0.524
P 0.899 -0.234 1.283 0.882
O 1.369 -0.529 -0.093 -0.770
O -0.532 0.176 1.485 -0.736
O 1.864 0.840 2.007 -0.172
C 1.741 2.275 1.850 2.168
C 3.138 2.796 2.143 -1.906
C 1.327 2.648 0.436 -1.565
C 0.733 2.774 2.870 -1.886
H 2.406 -1.406 5.327 0.407
H 2.664 -0.231 4.018 0.097
H 3.230 -1.895 3.832 0.343
H -0.137 -1.095 5.251 0.506
H -0.975 -1.057 3.676 0.214
H 0.129 0.229 4.106 0.129
H 0.772 -3.387 4.894 0.393
H 1.610 -3.746 3.370 0.372
H -0.125 -3.415 3.362 0.420
H 3.843 2.406 1.411 0.396
H 3.457 2.479 3.139 0.406
H 3.155 3.888 2.100 0.394
H 1.971 2.203 -0.317 0.269
H 1.372 3.738 0.340 0.562
H 0.311 2.340 0.203 0.186
H 1.069 2.529 3.881 0.363
H -0.236 2.312 2.693 0.271
H 0.633 3.861 2.792 0.471
```

frontier orbital gap: 5.81 eV
HOMO: -1.377 eV
energy relative to the best compared isomer or geometry (same formula, charge and spin): 52.1 kJ/mol
molar mass: 533.4 g mol⁻¹
electronic energy: -3201.7661 a.u.
charge: -2
multiplicity: 1
strongest force on any atom: 1.20 eV Å⁻¹

C20H28Cl4CoN7O2S3 | ωB97M-V/def2-TZVPD

The geometry in XYZ format:
```
65
Properties=species:S:1:pos:R:3:mulliken_charge:R:1
Co 0.117 -0.998 0.827 0.711
C 4.362 0.614 -0.948 -0.946
N 3.847 1.172 0.282 0.117
C 3.957 2.606 0.561 -0.441
C 3.371 2.714 1.974 -0.597
N 2.660 1.445 2.088 0.203
C 3.036 0.574 1.144 -0.037
S 2.581 -1.075 1.092 -0.522
H 3.908 1.122 -1.803 0.294
H 4.120 -0.444 -0.987 0.318
H 5.444 0.744 -0.981 0.323
H 3.351 3.145 -0.168 0.156
H 4.994 2.932 0.500 0.522
H 2.696 3.560 2.078 0.315
H 4.153 2.775 2.735 0.353
H 2.140 1.148 2.895 0.064
Cl 1.317 -0.155 -6.490 -0.206
C 1.143 0.341 -4.837 0.376
C 1.285 1.681 -4.509 -0.994
C 1.148 2.066 -3.186 -0.430
C 0.862 1.129 -2.195 0.690
C 0.722 -0.208 -2.549 0.153
C 0.867 -0.611 -3.867 -1.125
C 0.708 1.605 -0.773 0.544
O 1.020 2.755 -0.483 -0.862
O 0.203 0.774 0.059 -0.559
H 1.501 2.404 -5.282 0.448
H 1.263 3.102 -2.899 0.504
H 0.499 -0.956 -1.794 0.292
H 0.769 -1.650 -4.146 0.450
C -0.971 -4.630 2.968 -0.736
N -1.713 -4.514 1.725 -0.152
C -1.242 -4.007 0.589 0.591
S 0.350 -3.354 0.468 -0.439
N -2.022 -4.030 -0.491 -0.139
C -3.424 -4.399 -0.494 -1.123
H -1.645 -4.430 3.798 0.316
H -0.160 -3.906 2.965 0.154
H -0.548 -5.630 3.077 0.304
H -2.638 -4.913 1.710 0.208
H -1.659 -3.523 -1.284 0.326
H -3.556 -5.436 -0.181 0.373
H -3.796 -4.311 -1.510 0.342
H -4.006 -3.733 0.147 0.353
S -2.309 -1.019 -0.215 -0.365
C -2.562 0.658 -0.509 0.037
N -2.448 1.136 -1.742 -0.036
C -2.594 2.545 -2.100 -0.722
C -2.266 3.404 -0.890 0.020
C -3.080 2.928 0.301 -0.784
N -2.889 1.490 0.473 -0.060
H -2.182 0.463 -2.445 0.218
H -3.613 2.728 -2.452 0.402
H -1.908 2.751 -2.922 0.348
H -2.494 4.448 -1.103 0.493
H -1.204 3.328 -0.657 -0.243
H -4.145 3.135 0.156 0.319
H -2.762 3.421 1.218 0.440
H -2.892 1.087 1.397 0.219
Cl 0.364 0.574 5.851 -0.087
C -0.230 -1.016 5.362 0.801
Cl -1.774 -1.394 6.119 -0.074
Cl 0.972 -2.266 5.671 -0.058
C -0.436 -0.958 3.902 -0.102
N -0.560 -0.939 2.758 -0.259
```

frontier orbital gap (alpha / beta): 8.11 / 8.28 eV
HOMO (alpha / beta): -10.539 / -10.970 eV
energy relative to the best compared isomer or geometry (same formula, charge and spin): 14.8 kJ/mol
molar mass: 695.4 g mol⁻¹
<S²>: 3.76
electronic energy: -5730.7218 a.u.
charge: +1
multiplicity: 4
strongest force on any atom: 1.41 eV Å⁻¹

C20H28Cl5F3N4NaO3S | ωB97M-V/def2-TZVPD

The geometry in XYZ format:
```
65
Properties=species:S:1:pos:R:3:mulliken_charge:R:1
Na -0.346 -0.428 -1.809 0.556
C -3.591 -3.614 -0.808 -1.116
N -3.091 -2.692 0.196 0.244
C -3.259 -3.060 1.585 -1.099
C -2.325 -1.648 -0.200 0.589
O -2.205 -1.333 -1.369 -0.652
C -1.627 -0.844 0.908 -1.057
O -0.514 -0.172 0.364 0.183
C -0.356 1.181 0.724 -0.559
C 0.554 1.837 -0.312 0.639
O 0.912 1.242 -1.311 -0.680
N 0.943 3.110 -0.042 0.431
C 0.556 3.802 1.169 -0.907
C 1.915 3.751 -0.906 -1.066
H -4.677 -3.538 -0.905 0.332
H -3.121 -3.385 -1.759 0.314
H -3.324 -4.633 -0.522 0.379
H -4.171 -3.648 1.678 0.391
H -2.423 -3.664 1.956 0.300
H -3.375 -2.184 2.222 0.362
H -2.357 -0.135 1.318 0.498
H -1.288 -1.509 1.705 0.579
H -1.317 1.700 0.709 -0.150
H 0.094 1.263 1.722 0.452
H -0.473 3.574 1.441 0.304
H 1.212 3.566 2.016 0.196
H 0.613 4.875 0.988 0.358
H 2.089 3.115 -1.768 0.270
H 1.536 4.722 -1.234 0.353
H 2.864 3.896 -0.382 0.310
Cl -0.965 0.921 -4.073 -0.227
C -2.353 1.734 -3.289 1.204
C -2.404 1.779 -1.912 -0.849
C -3.531 2.387 -1.424 0.826
Cl -3.742 2.517 0.365 -0.288
C -4.559 2.926 -2.195 -0.787
Cl -5.966 3.657 -1.488 -0.227
C -4.443 2.868 -3.581 0.767
Cl -5.678 3.531 -4.595 -0.222
C -3.319 2.262 -4.141 -0.738
Cl -3.163 2.190 -5.869 -0.217
C 4.794 1.479 2.376 -1.454
C 3.372 1.177 1.928 -0.150
N 3.166 -0.218 1.579 0.121
C 3.414 -0.731 0.342 0.091
S 4.121 0.176 -0.881 -0.400
N 3.049 -2.014 0.170 0.082
C 2.436 -2.867 1.171 -0.285
C 3.439 -3.405 2.188 -1.295
H 4.898 2.537 2.627 0.419
H 5.489 1.243 1.570 0.284
H 5.059 0.887 3.255 0.354
H 3.113 1.794 1.066 -0.026
H 2.670 1.402 2.736 0.283
H 2.556 -0.749 2.176 0.260
H 3.025 -2.331 -0.788 0.261
H 1.959 -3.677 0.629 0.492
H 1.610 -2.342 1.668 -0.043
H 4.207 -3.989 1.680 0.333
H 2.936 -4.050 2.911 0.393
H 3.938 -2.601 2.732 0.286
F 1.531 -3.848 -1.763 -0.239
C 0.458 -2.931 -1.673 -0.236
F -0.081 -3.308 -0.372 -0.223
F -0.483 -3.553 -2.499 -0.302
```

frontier orbital gap: 6.91 eV
HOMO: -5.010 eV
energy relative to the best compared isomer or geometry (same formula, charge and spin): 81.7 kJ/mol
molar mass: 661.8 g mol⁻¹
electronic energy: -4384.7875 a.u.
charge: -1
multiplicity: 1
strongest force on any atom: 1.08 eV Å⁻¹

Q: Among the records above, which one has the highest multiplicity?
A: C20H28Cl4CoN7O2S3